A molecular structure, C2H3O2Rb in a non-equilibrium geometry. Source: the OMol25 dataset; level of theory: ωB97M-V/def2-TZVPD.

Results
Energy above the lowest of the compared OMol25 structures with the same formula, charge and spin, kJ/mol: 99.5
Spin multiplicity: 1
HOMO, eV: -6.5
E, eV: -6871.925
HOMO-LUMO gap, eV: 4.85

Structure (XYZ):
```
8
C2H3O2Rb (ωB97M-V/def2-TZVPD)
Rb -0.45 -2.04 4.63
C 0.13 0.60 -1.26
C 0.02 -0.09 0.13
O -1.08 -0.15 0.76
O 1.07 -0.67 0.56
H 1.15 0.76 -1.61
H -0.38 1.56 -1.24
H -0.46 0.02 -1.97
```

natural (NBO) population analysis, charges in e, atoms 1 to 5: number 1, Rb, carries 0.99; number 2, C, carries -0.73; number 3, C, carries 0.76; number 4, O, carries -0.83; number 5, O, carries -0.81

=====

A molecular structure, C35H24Br2MoN9O7S in a non-equilibrium geometry. Source: the OMol25 dataset; level of theory: ωB97M-V/def2-TZVPD.

Results
Energy above the lowest of the compared OMol25 structures with the same formula, charge and spin, kJ/mol: 0.0
Charge: -1
Spin multiplicity: 1
HOMO, eV: -5.8
E, eV: -217209.569
HOMO-LUMO gap, eV: 6.75

Structure (XYZ):
```
79
C35H24Br2MoN9O7S (ωB97M-V/def2-TZVPD)
Mo 0.54 1.16 0.54
C 1.79 -0.56 -3.32
C 3.16 -0.74 -3.20
C 3.76 -0.56 -1.98
C 2.98 -0.19 -0.87
N 1.66 0.04 -1.01
C 1.08 -0.17 -2.21
N 3.66 -0.18 0.34
C 3.01 -0.30 1.45
N 1.66 -0.19 1.61
C 1.30 -0.73 2.85
N 0.14 -1.05 3.26
C -0.94 -1.07 2.37
C -2.03 -1.85 2.78
C -3.09 -2.08 1.92
C -3.01 -1.53 0.65
C -1.95 -0.71 0.33
N -0.92 -0.45 1.16
C 2.55 -0.96 3.61
C 2.76 -1.40 4.90
C 4.08 -1.55 5.31
C 5.14 -1.30 4.44
C 4.92 -0.89 3.13
C 3.61 -0.71 2.74
H 1.27 -0.70 -4.26
H 3.76 -1.03 -4.06
H 4.81 -0.71 -1.81
H 0.02 0.03 -2.27
H -1.99 -2.28 3.77
H -3.95 -2.67 2.24
H -3.80 -1.68 -0.07
H -1.91 -0.22 -0.63
H 1.93 -1.61 5.55
H 4.29 -1.88 6.32
H 6.16 -1.44 4.79
H 5.73 -0.71 2.44
O -7.16 -4.41 3.61
S -6.16 -3.77 2.78
O -5.19 -2.95 3.49
O -5.57 -4.61 1.75
C -7.08 -2.58 1.76
N -8.28 -2.90 1.29
C -8.82 -2.04 0.43
C -8.18 -0.88 0.00
C -6.94 -0.64 0.57
N -6.41 -1.48 1.45
C -6.02 0.46 0.23
C -5.15 0.88 1.23
C -4.08 1.66 0.88
N -3.82 1.98 -0.38
C -4.70 1.69 -1.33
C -5.84 0.94 -1.06
H -9.81 -2.30 0.05
H -8.64 -0.21 -0.71
H -5.27 0.51 2.24
H -3.33 1.95 1.61
H -4.44 1.98 -2.34
H -6.49 0.63 -1.87
Br -3.66 6.38 -4.30
C -2.79 5.55 -2.83
C -2.53 6.28 -1.68
N -1.93 5.76 -0.62
C -1.57 4.49 -0.67
C -1.78 3.68 -1.78
C -2.41 4.22 -2.89
C -1.38 2.24 -1.82
O -1.60 1.54 -2.79
O -0.76 1.82 -0.75
H -2.83 7.33 -1.62
H -1.09 4.08 0.22
H -2.59 3.61 -3.76
C 3.23 2.63 2.74
O 3.01 3.04 1.38
C 2.05 2.44 0.72
O 1.69 2.81 -0.40
H 4.22 2.18 2.80
H 2.46 1.93 3.07
H 3.19 3.53 3.35
Br -0.42 2.32 2.58
```

Löwdin population analysis, charges in e, atoms 1 to 5: number 1, Mo, carries 1.42; number 2, C, carries -0.05; number 3, C, carries -0.06; number 4, C, carries -0.01; number 5, C, carries -0.30

=====

3 unconnected molecules or ions with the total composition C39H73FNO13P2S in a non-equilibrium geometry. Source: the OMol25 dataset; level of theory: ωB97M-V/def2-TZVPD.

Results
Charge: +1
Spin multiplicity: 1
HOMO, eV: -10.5
E, eV: -101836.659
HOMO-LUMO gap, eV: 4.97

Structure (XYZ):
```
130
C39H73FNO13P2S (ωB97M-V/def2-TZVPD)
C 8.78 5.28 -1.86
C 9.29 3.95 -1.02
C 8.44 3.88 0.39
C 7.32 2.64 0.42
C 6.43 2.56 -0.97
C 4.83 2.28 -0.73
C 4.50 1.04 0.29
C 3.00 0.43 0.00
C 1.79 1.54 0.05
C 0.83 1.53 -1.29
C -0.64 2.28 -1.04
C -0.52 3.93 -1.05
C -1.95 4.72 -0.90
C -2.50 4.85 0.64
O -1.45 4.51 1.61
C -1.59 5.27 2.87
O -2.77 5.52 3.45
C -0.15 5.76 3.56
C 0.19 7.32 3.96
C -0.86 8.55 3.71
C -0.62 9.03 2.12
O -0.67 10.35 1.83
O -0.44 7.94 1.15
C 0.78 8.10 0.35
C 2.05 9.08 0.66
O 0.88 7.30 -0.75
C 1.69 7.63 4.61
N 2.73 6.52 4.83
C 2.43 5.08 4.45
C 3.57 3.88 4.64
F 4.62 4.26 5.64
C 4.20 3.66 3.11
C 4.02 4.99 2.16
C 0.98 4.57 3.81
S 0.72 2.75 3.40
H 9.68 5.61 -2.57
H 7.89 5.02 -2.57
H 8.54 6.21 -1.18
H 9.13 3.02 -1.71
H 10.46 4.10 -0.86
H 7.85 4.87 0.61
H 9.20 3.71 1.29
H 6.68 2.79 1.39
H 7.97 1.65 0.51
H 6.85 1.72 -1.69
H 6.53 3.57 -1.55
H 4.27 2.12 -1.77
H 4.37 3.25 -0.26
H 4.65 1.37 1.43
H 5.30 0.17 0.12
H 2.77 -0.39 0.82
H 3.04 -0.05 -1.09
H 2.14 2.65 0.23
H 1.10 1.25 0.96
H 1.42 1.98 -2.20
H 0.66 0.38 -1.56
H -1.28 2.01 -2.02
H -1.22 1.85 -0.12
H -0.11 4.21 -2.14
H 0.32 4.27 -0.30
H -2.79 4.26 -1.58
H -1.77 5.82 -1.29
H -3.36 4.03 0.77
H -2.96 5.93 0.76
H -1.99 8.27 3.90
H -0.55 9.42 4.45
H 2.12 9.88 -0.20
H 3.03 8.41 0.56
H 2.09 9.53 1.74
H 2.03 8.72 4.91
H 3.69 6.73 5.22
H 3.11 2.87 5.03
H 5.34 3.41 3.14
H 3.54 2.81 2.63
H 2.92 5.10 1.70
H 4.36 6.00 2.66
H 4.73 4.85 1.21
H 0.89 1.93 4.53
O -1.88 -5.73 -0.77
P -1.61 -4.26 -0.40
O -2.80 -3.63 -1.38
C -4.15 -4.02 -1.18
C -4.84 -3.11 -0.19
O -0.34 -4.06 -1.46
C 0.44 -5.20 -1.82
C -0.10 -5.84 -3.09
O -1.31 -2.61 0.02
C -1.92 -2.00 1.15
C -2.03 -2.90 2.36
H -4.22 -5.07 -0.87
H -4.64 -3.94 -2.15
H -4.45 -3.27 0.82
H -5.92 -3.31 -0.16
H -4.69 -2.06 -0.45
H 0.49 -5.91 -1.00
H 1.47 -4.86 -2.00
H -1.19 -5.90 -3.10
H 0.31 -6.85 -3.22
H 0.18 -5.24 -3.97
H -2.89 -1.61 0.85
H -1.31 -1.13 1.41
H -2.51 -3.85 2.13
H -2.61 -2.40 3.14
H -1.03 -3.12 2.76
O -6.70 -11.21 -2.27
P -6.03 -9.94 -2.84
O -7.04 -8.87 -2.07
C -7.13 -8.87 -0.66
C -6.10 -7.94 -0.04
O -6.83 -9.99 -4.30
C -7.28 -11.24 -4.81
C -8.71 -11.52 -4.37
O -5.27 -8.52 -3.48
C -4.16 -7.92 -2.84
C -3.16 -8.90 -2.26
H -7.03 -9.88 -0.25
H -8.13 -8.51 -0.40
H -5.10 -8.34 -0.17
H -6.28 -7.82 1.03
H -6.14 -6.95 -0.52
H -6.60 -12.04 -4.50
H -7.23 -11.19 -5.90
H -8.89 -11.26 -3.33
H -8.95 -12.58 -4.52
H -9.41 -10.92 -4.97
H -4.52 -7.22 -2.08
H -3.65 -7.31 -3.59
H -3.63 -9.63 -1.60
H -2.40 -8.36 -1.69
H -2.67 -9.46 -3.06
```

Löwdin population analysis, charges in e, atoms 1 to 5: number 1, C, carries -0.16; number 2, C, carries -0.25; number 3, C, carries -0.22; number 4, C, carries -0.20; number 5, C, carries -0.21

=====

A molecular structure, C34H33Cl5N2O4Ti. Source: the OMol25 dataset; level of theory: ωB97M-V/def2-TZVPD.

Results
Energy above the lowest of the compared OMol25 structures with the same formula, charge and spin, kJ/mol: 62.8
Spin multiplicity: 3
HOMO (spin up / spin down), eV: -5.5 / -8.0
E, eV: -132695.061
HOMO-LUMO gap (spin up / spin down), eV: 5.73 / 8.26

Structure (XYZ):
```
79
C34H33Cl5N2O4Ti (ωB97M-V/def2-TZVPD)
Ti 0.28 -0.76 0.28
C -1.58 2.29 2.31
C -0.73 2.65 1.11
C -1.30 2.77 -0.16
C -2.79 2.74 -0.37
C -0.48 3.01 -1.28
C -1.16 3.19 -2.62
C 0.90 3.07 -1.14
C 1.77 3.21 -2.37
C 1.46 3.03 0.15
C 2.96 3.16 0.35
C 0.64 2.87 1.27
C 1.22 2.96 2.66
H -2.08 3.17 2.73
H -0.98 1.83 3.09
H -2.35 1.56 2.05
H -3.15 3.72 -0.69
H -3.34 2.48 0.53
H -3.07 2.04 -1.17
H -1.76 2.32 -2.88
H -0.45 3.37 -3.42
H -1.84 4.05 -2.59
H 1.82 4.24 -2.72
H 1.39 2.60 -3.18
H 2.79 2.88 -2.19
H 3.26 4.21 0.41
H 3.52 2.71 -0.46
H 3.28 2.67 1.27
H 1.56 1.98 3.03
H 0.49 3.34 3.37
H 2.08 3.64 2.69
Cl 5.13 -2.24 5.15
C 3.78 -1.61 4.28
C 3.91 -1.25 2.94
Cl 5.42 -1.42 2.15
C 2.81 -0.77 2.25
Cl 2.93 -0.33 0.58
C 1.55 -0.61 2.85
O 0.52 -0.17 2.19
C 1.46 -0.95 4.22
Cl -0.07 -0.71 4.97
C 2.55 -1.45 4.91
Cl 2.37 -1.87 6.57
C -0.86 0.64 -6.26
O -0.29 -0.65 -6.18
C 0.03 -1.12 -4.95
C 0.60 -2.41 -4.91
C 0.95 -2.95 -3.71
C 0.77 -2.28 -2.46
C 1.10 -2.97 -1.26
C 1.72 -4.35 -1.31
O 0.86 -2.54 -0.07
C 0.21 -0.96 -2.53
O 0.02 -0.18 -1.48
C -0.16 -0.42 -3.78
H -1.05 0.82 -7.32
H -0.17 1.40 -5.88
H -1.80 0.69 -5.71
H 0.75 -2.95 -5.83
H 1.38 -3.94 -3.71
H 1.06 -5.07 -1.79
H 1.90 -4.67 -0.29
H 2.66 -4.36 -1.86
H -0.56 0.58 -3.77
N -3.95 -1.20 0.91
C -2.86 -0.79 0.21
N -1.76 -1.34 0.64
C -2.14 -2.17 1.69
C -1.36 -2.99 2.50
C -2.01 -3.70 3.49
C -3.39 -3.60 3.67
C -4.18 -2.80 2.86
C -3.52 -2.08 1.87
H -4.89 -0.91 0.73
H -2.91 -0.09 -0.61
H -0.29 -3.06 2.35
H -1.44 -4.34 4.15
H -3.86 -4.18 4.46
H -5.25 -2.73 3.00
```

Löwdin population analysis, charges in e, atoms 1 to 5: number 1, Ti, carries 0.90; number 2, C, carries -0.04; number 3, C, carries -0.18; number 4, C, carries -0.19; number 5, C, carries -0.05

=====

Repeat the fourth record exactly.
A molecular structure, C34H33Cl5N2O4Ti. Source: the OMol25 dataset; level of theory: ωB97M-V/def2-TZVPD.

Results
Energy above the lowest of the compared OMol25 structures with the same formula, charge and spin, kJ/mol: 62.8
Spin multiplicity: 3
HOMO (spin up / spin down), eV: -5.5 / -8.0
E, eV: -132695.061
HOMO-LUMO gap (spin up / spin down), eV: 5.73 / 8.26

Structure (XYZ):
```
79
C34H33Cl5N2O4Ti (ωB97M-V/def2-TZVPD)
Ti 0.28 -0.76 0.28
C -1.58 2.29 2.31
C -0.73 2.65 1.11
C -1.30 2.77 -0.16
C -2.79 2.74 -0.37
C -0.48 3.01 -1.28
C -1.16 3.19 -2.62
C 0.90 3.07 -1.14
C 1.77 3.21 -2.37
C 1.46 3.03 0.15
C 2.96 3.16 0.35
C 0.64 2.87 1.27
C 1.22 2.96 2.66
H -2.08 3.17 2.73
H -0.98 1.83 3.09
H -2.35 1.56 2.05
H -3.15 3.72 -0.69
H -3.34 2.48 0.53
H -3.07 2.04 -1.17
H -1.76 2.32 -2.88
H -0.45 3.37 -3.42
H -1.84 4.05 -2.59
H 1.82 4.24 -2.72
H 1.39 2.60 -3.18
H 2.79 2.88 -2.19
H 3.26 4.21 0.41
H 3.52 2.71 -0.46
H 3.28 2.67 1.27
H 1.56 1.98 3.03
H 0.49 3.34 3.37
H 2.08 3.64 2.69
Cl 5.13 -2.24 5.15
C 3.78 -1.61 4.28
C 3.91 -1.25 2.94
Cl 5.42 -1.42 2.15
C 2.81 -0.77 2.25
Cl 2.93 -0.33 0.58
C 1.55 -0.61 2.85
O 0.52 -0.17 2.19
C 1.46 -0.95 4.22
Cl -0.07 -0.71 4.97
C 2.55 -1.45 4.91
Cl 2.37 -1.87 6.57
C -0.86 0.64 -6.26
O -0.29 -0.65 -6.18
C 0.03 -1.12 -4.95
C 0.60 -2.41 -4.91
C 0.95 -2.95 -3.71
C 0.77 -2.28 -2.46
C 1.10 -2.97 -1.26
C 1.72 -4.35 -1.31
O 0.86 -2.54 -0.07
C 0.21 -0.96 -2.53
O 0.02 -0.18 -1.48
C -0.16 -0.42 -3.78
H -1.05 0.82 -7.32
H -0.17 1.40 -5.88
H -1.80 0.69 -5.71
H 0.75 -2.95 -5.83
H 1.38 -3.94 -3.71
H 1.06 -5.07 -1.79
H 1.90 -4.67 -0.29
H 2.66 -4.36 -1.86
H -0.56 0.58 -3.77
N -3.95 -1.20 0.91
C -2.86 -0.79 0.21
N -1.76 -1.34 0.64
C -2.14 -2.17 1.69
C -1.36 -2.99 2.50
C -2.01 -3.70 3.49
C -3.39 -3.60 3.67
C -4.18 -2.80 2.86
C -3.52 -2.08 1.87
H -4.89 -0.91 0.73
H -2.91 -0.09 -0.61
H -0.29 -3.06 2.35
H -1.44 -4.34 4.15
H -3.86 -4.18 4.46
H -5.25 -2.73 3.00
```

Löwdin population analysis, charges in e, atoms 1 to 5: number 1, Ti, carries 0.90; number 2, C, carries -0.04; number 3, C, carries -0.18; number 4, C, carries -0.19; number 5, C, carries -0.05

=====

- spin multiplicity of number 2 (C35H24Br2MoN9O7S)?
  1

=====

- Look up the spin multiplicity of the first one.
  1